Entry 1:
Molecular formula: C7H5BrCsI2NO2
Method: DFT, wB97M-V/def2-TZVPD

DFT total energy (a.u.): -3664.5280
Multiplicity: 1
HOMO energy (eV): -8.76
Orbital gap (eV): 8.0

Cartesian coordinates (Å):
Cs  -0.9177  -0.2937  -1.9677
I  1.7841  -2.9703  -1.6013
C  0.7685  -4.3145  -2.9451
I  -1.0110  -3.4958  -3.8339
H  0.4740  -5.1988  -2.3860
H  1.4464  -4.5683  -3.7562
Br  -2.2676  -1.2285  1.5292
C  -1.1969  0.3583  1.6152
C  -1.1188  1.0845  2.7843
C  -0.3136  2.2182  2.7475
C  0.3469  2.5374  1.5773
C  0.1858  1.7257  0.4558
N  -0.5920  0.6452  0.4873
C  0.9338  2.0849  -0.8682
O  1.6216  3.0933  -0.8109
O  0.7330  1.3039  -1.8168
H  -1.6544  0.7867  3.6720
H  -0.2122  2.8328  3.6314
H  0.9900  3.3991  1.4861

Atomic forces in eV per Å
Cs -2.82 -2.67 -1.83
I -0.20 -0.42 -0.36
C -0.05 0.21 0.08
I 0.38 -0.47 0.03
H 0.03 0.19 -0.05
H -0.08 0.12 0.15
Br -0.07 0.00 0.17
C -0.23 -0.27 0.01
C 0.03 0.04 -0.02
C -0.07 -0.15 -0.05
C 0.04 0.03 -0.14
C 0.42 0.57 0.10
N 0.36 0.51 1.15
C 0.18 0.77 1.25
O 0.17 0.27 0.00
O 1.88 1.25 -0.51
H -0.02 -0.05 0.00
H 0.02 0.03 0.02
H 0.02 0.02 -0.02

Atomic partial charges in e from the Mulliken method, atoms 1 to 4: atom 1 (Cs): 0.956, atom 2 (I): 0.074, atom 3 (C): -0.817, atom 4 (I): 0.041



Entry 2:
Molecular formula: C7H5F3O2
Method: DFT, wB97M-V/def2-TZVPD

SMILES: Oc1ccc(OC(F)(F)F)cc1
DFT total energy (a.u.): -719.7526
Multiplicity: 1
HOMO energy (eV): -8.65
Orbital gap (eV): 9.3

Cartesian coordinates (Å):
C  -2.0845  -0.0845  0.1416
C  -1.1684  -1.1584  -0.0793
C  0.1573  -0.7697  -0.2932
C  0.5441  0.5650  -0.1224
C  2.7821  -0.0182  0.2133
C  -0.2610  1.6254  -0.2360
C  -1.6290  1.3228  0.1821
H  -3.4761  -1.5855  0.1288
H  -1.3480  -2.2805  -0.4808
H  0.9720  -1.5958  -0.4092
H  -0.0657  2.7167  -0.1082
H  -2.2854  2.1374  0.2799
O  -3.4026  -0.5446  0.2844
O  1.8998  0.9254  -0.1418
F  2.7677  -1.0792  -0.7528
F  4.0285  0.4262  0.0158
F  2.5693  -0.6024  1.3779

Atomic forces in eV per Å
C 0.04 -0.80 -0.07
C 1.27 0.17 -2.26
C 0.93 -1.95 1.29
C 2.16 -1.07 -1.61
C 0.65 -1.46 -3.41
C -4.75 1.23 3.39
C 0.75 -3.64 -2.11
H 0.73 3.58 0.52
H -0.40 2.80 1.58
H -2.02 1.86 0.11
H 0.69 -1.26 -0.56
H -1.07 0.57 0.22
O -0.03 -1.28 -0.25
O 1.12 -0.50 0.54
F 0.09 0.72 1.05
F -0.62 0.49 1.46
F 0.45 0.55 0.13

Atomic partial charges in e from the Mulliken method, atoms 1 to 4: atom 1 (C): 0.897, atom 2 (C): -0.465, atom 3 (C): -0.373, atom 4 (C): 0.283



Entry 3:
Molecular formula: C7H5F5
Method: DFT, wB97M-V/def2-TZVPD

DFT total energy (a.u.): -768.8926
Multiplicity: 1
HOMO energy (spin up / spin down) (eV): -8.36 / -8.34
Orbital gap (spin up / spin down) (eV): 7.9 / 8.3

Cartesian coordinates (Å):
C  -0.0146  1.4118  0.3540
C  -1.2718  1.2521  -0.1096
C  0.7630  0.1859  0.7213
C  -0.9024  -1.1775  -0.7615
C  -1.8780  -0.0652  -0.3114
C  -0.0510  -1.0686  0.4749
C  2.0408  0.0339  -0.1922
F  0.7025  2.5111  0.3138
F  -2.0516  2.3342  -0.3426
F  -1.4693  -2.3838  -0.9457
F  -3.0370  -0.3788  0.2720
F  -0.3702  -1.7100  1.5903
H  0.9261  0.0217  1.7186
H  -0.1680  -0.9658  -1.4799
H  2.0018  0.9148  -0.8441
H  1.7899  -0.8176  -0.7469
H  2.9899  -0.0982  0.2888

Atomic forces in eV per Å
C -0.50 -1.98 -0.07
C -0.54 0.11 0.46
C -0.13 -1.37 -2.59
C -0.72 0.46 2.72
C 2.15 -0.15 -0.78
C -1.00 0.88 -0.02
C -1.39 1.78 0.43
F -0.01 1.10 -0.11
F 0.14 -0.23 -0.09
F -0.32 -0.39 -0.17
F 0.44 -0.04 -0.03
F -0.56 -0.39 0.27
H 0.95 0.70 2.78
H 0.06 0.92 -1.98
H 0.73 -0.33 0.01
H 0.43 -1.22 -1.22
H 0.26 0.13 0.41

Atomic partial charges in e from the Mulliken method, atoms 1 to 4: atom 1 (C): 0.000, atom 2 (C): 0.433, atom 3 (C): 0.452, atom 4 (C): 0.321



Entry 4:
Molecular formula: C7H5F5MgN3O3STe
Method: DFT, wB97M-V/def2-TZVPD

DFT total energy (a.u.): -2025.5554
Multiplicity: 1
HOMO energy (eV): -5.32
Net charge: -1
Orbital gap (eV): 7.5

Cartesian coordinates (Å):
Mg  -0.5296  0.5142  0.5200
O  1.2801  -0.2687  0.3906
N  1.8917  -0.3413  1.5051
N  1.2064  0.0652  2.5011
O  -0.0307  0.4977  2.4045
C  1.8003  0.0138  3.8011
C  3.1732  -0.1338  3.9521
C  3.7049  -0.1802  5.2296
C  2.8808  -0.0728  6.3429
C  1.5136  0.0824  6.1721
C  0.9638  0.1286  4.8993
H  3.8022  -0.2083  3.0780
H  4.7743  -0.2918  5.3548
H  3.3057  -0.1023  7.3380
H  0.8654  0.1709  7.0343
H  -0.0958  0.2571  4.7371
S  -0.0346  5.1298  -0.4825
C  -0.2371  3.5375  -0.2373
N  -0.3778  2.3881  -0.0653
F  -2.6773  -3.0974  -0.2361
Te  -2.6353  -1.5043  0.7204
F  -2.7528  -0.0316  1.8747
F  -3.4271  -2.4477  2.1200
F  -1.0469  -2.0872  1.5136
F  -4.3850  -1.1994  0.1693
O  -1.8065  -0.5198  -0.5314

Atomic forces in eV per Å
Mg 0.37 0.86 -0.44
O 0.32 -0.16 0.20
N 0.03 -0.03 -0.10
N -0.01 -0.01 0.15
O 0.29 -0.12 0.23
C -0.04 0.00 -0.01
C 0.01 -0.02 -0.01
C 0.00 0.00 0.00
C 0.00 0.00 0.00
C 0.02 0.00 0.00
C -0.01 0.02 0.01
H 0.01 0.00 0.01
H 0.00 0.00 0.00
H 0.00 -0.01 0.00
H 0.00 0.00 0.00
H 0.00 0.00 -0.01
S 0.00 0.00 0.00
C 0.01 -0.01 -0.04
N -0.13 0.39 -0.14
F -0.02 0.00 -0.04
Te -1.05 -1.21 0.06
F 0.15 0.08 0.07
F -0.02 0.03 -0.10
F 0.09 0.14 0.04
F 0.06 0.13 -0.09
O -0.05 -0.09 0.22

Atomic partial charges in e from the Mulliken method, atoms 1 to 4: atom 1 (Mg): 0.632, atom 2 (O): -0.471, atom 3 (N): -0.327, atom 4 (N): 1.130



Entry 5:
Molecular formula: C7H5FN4
Method: DFT, wB97M-V/def2-TZVPD

DFT total energy (a.u.): -588.4162
Multiplicity: 1
HOMO energy (spin up / spin down) (eV): -8.09 / -8.09
Orbital gap (spin up / spin down) (eV): 7.3 / 7.3

Cartesian coordinates (Å):
C  2.6759  0.7245  0.9024
C  2.6552  1.5397  -0.3651
C  -1.8841  -1.8717  -0.8162
C  -2.7840  -1.0784  0.0790
C  1.6120  -0.0979  0.7532
C  -0.0568  -0.3111  -1.1641
C  -1.7831  0.9431  0.9899
N  -0.7145  -1.3745  -1.0570
N  -2.4582  0.1520  0.3946
N  1.6889  1.1806  -1.1425
N  1.0583  0.1444  -0.5162
F  -1.7610  2.2164  0.4982
H  3.1828  0.6068  1.8343
H  3.3598  2.1854  -0.6938
H  -2.1689  -2.7220  -1.3907
H  -3.8066  -1.4630  0.2211
H  1.1843  -0.7744  1.4728

Atomic forces in eV per Å
C -1.59 0.01 -1.72
C -1.04 -3.06 2.73
C -0.41 1.87 1.37
C 0.59 0.34 -1.86
C -0.07 0.17 -0.90
C -0.22 -0.86 0.83
C 2.65 3.57 2.16
N 0.97 1.45 0.09
N -2.98 -5.04 -2.30
N 0.39 -0.05 0.07
N -1.06 -0.38 -0.07
F -0.10 -0.64 0.06
H 0.94 0.87 0.06
H 1.87 2.21 -0.78
H -0.42 -0.67 0.21
H 0.61 0.40 0.34
H -0.13 -0.20 -0.28

Atomic partial charges in e from the Mulliken method, atoms 1 to 4: atom 1 (C): -0.479, atom 2 (C): -0.415, atom 3 (C): -0.270, atom 4 (C): -0.023



Entry 6:
Molecular formula: C7H5I2O2S
Method: DFT, wB97M-V/def2-TZVPD

DFT total energy (a.u.): -1413.7584
Multiplicity: 1
HOMO energy (eV): -4.17
Net charge: -1
Orbital gap (eV): 7.0

Cartesian coordinates (Å):
C  1.2042  0.3056  0.3477
C  0.4155  -0.7666  0.4810
C  0.7341  1.4957  -0.2924
C  -0.9651  -0.7009  0.0469
C  -0.5612  1.5562  -0.6598
C  -1.4045  0.4853  -0.5573
C  -4.6562  -0.2308  0.5478
O  -3.2167  -1.8729  -0.8376
O  -2.6800  0.6329  -1.0583
S  -3.8979  -0.5978  -1.0418
I  -6.3508  -1.5948  0.3194
I  -5.3135  1.8725  -0.0406
H  2.1323  0.1848  0.7518
H  0.6267  -1.6934  1.0251
H  1.3865  2.2129  -0.5601
H  -1.5334  -1.6175  0.1306
H  -0.8042  2.3165  -1.4127

Atomic forces in eV per Å
C -0.87 1.81 -0.96
C -4.19 -1.05 -0.01
C -0.34 -4.00 1.97
C 2.18 0.18 0.23
C 0.02 1.40 -2.47
C -1.84 -2.60 1.05
C 0.21 0.81 -0.30
O -0.17 -0.70 -0.29
O 0.42 -0.13 0.06
S 0.33 0.40 -0.46
I -0.22 0.13 0.13
I -0.39 -0.33 0.45
H 2.79 0.35 0.72
H 0.63 0.45 -0.32
H 2.09 2.55 -0.61
H -0.17 0.61 0.02
H -0.47 0.14 0.78

Atomic partial charges in e from the Mulliken method, atoms 1 to 4: atom 1 (C): -0.452, atom 2 (C): -0.624, atom 3 (C): -0.497, atom 4 (C): -0.284



In eV, the energy relative to the best compared isomer or geometry (same formula, charge and spin) values for the records above are, in order, 0.893; 1.194; 1.101; 0.000; 3.968; 2.058.